Entry 1:
Molecular formula: C35H35FO23S
Method: DFT, the ωB97M-V functional and the def2-TZVPD basis

XYZ file:
```
95
Properties=species:S:1:pos:R:3
O -1.26 4.54 0.08
C -0.99 3.37 -0.01
C -0.26 2.78 -1.15
C 0.74 3.46 -1.82
C 1.45 2.85 -2.85
C 1.13 1.55 -3.22
S 2.05 0.76 -4.53
C 0.10 0.87 -2.59
C -0.59 1.48 -1.55
C -1.68 0.80 -0.82
O -2.52 0.12 -1.33
C -1.67 1.10 0.65
C -1.94 0.13 1.60
F -2.25 -1.12 1.23
C -1.89 0.43 2.95
C -1.58 1.73 3.35
C -1.29 2.71 2.41
C -1.33 2.39 1.06
H 0.99 4.47 -1.52
H 2.23 3.41 -3.33
H 2.66 -0.19 -3.81
H -0.20 -0.13 -2.87
H -2.09 -0.34 3.68
H -1.55 2.00 4.40
H -1.03 3.72 2.70
O 3.23 1.96 -0.37
C 3.32 2.88 0.38
O 3.15 4.18 0.04
C 3.11 4.95 1.25
C 3.85 4.06 2.22
O 3.60 2.76 1.70
H 3.59 5.92 1.10
H 2.07 5.11 1.53
H 4.93 4.24 2.22
H 3.48 4.14 3.24
O -6.77 8.05 -0.40
C -5.83 7.33 -0.47
O -5.71 6.31 -1.36
C -4.37 5.82 -1.30
C -3.93 6.24 0.09
O -4.73 7.40 0.32
H -4.35 4.74 -1.45
H -3.78 6.30 -2.08
H -4.18 5.49 0.85
H -2.88 6.47 0.15
O 4.35 0.12 -7.11
C 5.16 -0.01 -6.26
O 6.22 0.82 -6.07
C 6.83 0.49 -4.82
C 6.40 -0.94 -4.62
O 5.16 -1.00 -5.33
H 7.91 0.62 -4.87
H 6.43 1.16 -4.05
H 7.10 -1.65 -5.07
H 6.25 -1.21 -3.58
O 2.97 -3.73 -1.23
C 1.79 -3.70 -1.16
O 0.99 -4.79 -1.10
C -0.34 -4.36 -0.77
C -0.33 -2.92 -1.24
O 1.05 -2.57 -1.11
H -1.07 -4.97 -1.28
H -0.48 -4.44 0.31
H -0.62 -2.81 -2.29
H -0.94 -2.26 -0.63
O -8.03 -2.56 3.47
C -7.08 -2.48 2.77
O -7.11 -2.26 1.43
C -5.78 -2.00 0.98
C -4.95 -2.69 2.04
O -5.79 -2.60 3.20
H -5.63 -2.41 -0.01
H -5.61 -0.92 0.95
H -4.76 -3.74 1.82
H -4.00 -2.19 2.23
O 9.21 -2.41 -0.61
C 8.03 -2.41 -0.52
O 7.26 -3.52 -0.48
C 5.92 -3.13 -0.16
C 5.89 -1.69 -0.61
O 7.26 -1.29 -0.47
H 5.19 -3.75 -0.68
H 5.77 -3.23 0.92
H 5.60 -1.59 -1.65
H 5.24 -1.06 0.00
O -4.17 -8.26 3.18
C -4.39 -7.31 3.87
O -4.33 -6.02 3.44
C -4.87 -5.19 4.48
C -4.66 -6.03 5.71
O -4.71 -7.36 5.18
H -4.33 -4.24 4.51
H -5.92 -5.00 4.27
H -3.68 -5.88 6.17
H -5.43 -5.89 6.46
```

Computed properties:
E_LUMO, eV: -1.60
Net charge: 0
Highest occupied orbital energy, eV: -9.6
SMILES: O=C1c2ccc(S)cc2C(=O)c2c(F)cccc21.O=C1OCCO1.O=C1OCCO1.O=C1OCCO1.O=C1OCCO1.O=C1OCCO1.O=C1OCCO1.O=C1OCCO1


Entry 2:
Molecular formula: C35H35N7
Method: DFT, the ωB97M-V functional and the def2-TZVPD basis

XYZ file:
```
77
Properties=species:S:1:pos:R:3
C -6.51 6.38 -5.18
C -5.70 5.90 -6.23
C -4.52 5.19 -5.92
N -4.12 5.01 -4.63
C -4.86 5.61 -3.63
C -6.03 6.27 -3.89
H -7.46 6.84 -5.37
H -5.95 6.12 -7.26
H -3.83 4.81 -6.65
H -4.46 5.63 -2.63
H -6.67 6.64 -3.10
C 4.84 -2.01 9.42
C 4.43 -1.19 8.37
C 4.15 0.14 8.75
N 4.25 0.62 10.03
C 4.76 -0.24 10.97
C 5.03 -1.59 10.71
H 4.98 -3.05 9.17
H 4.26 -1.44 7.34
H 3.96 0.86 7.97
H 4.88 0.20 11.95
H 5.25 -2.31 11.48
C -1.14 -0.27 0.62
C -0.51 -0.11 1.83
C 0.23 1.07 2.08
N 0.24 2.13 1.28
C -0.45 1.98 0.14
C -1.03 0.80 -0.28
H -1.57 -1.21 0.31
H -0.57 -0.95 2.50
H 0.71 1.14 3.04
H -0.45 2.75 -0.61
H -1.33 0.77 -1.31
C -4.62 -5.92 0.16
C -3.50 -6.82 0.13
C -3.09 -7.24 -1.14
N -3.65 -6.87 -2.27
C -4.70 -6.01 -2.23
C -5.20 -5.57 -1.00
H -4.94 -5.39 1.05
H -2.94 -6.97 1.04
H -2.27 -7.92 -1.26
H -5.08 -5.66 -3.18
H -6.01 -4.87 -0.87
C 3.32 8.65 -2.74
C 2.96 7.89 -1.58
C 2.42 8.52 -0.50
N 2.24 9.82 -0.41
C 2.49 10.61 -1.50
C 3.00 10.02 -2.73
H 3.78 8.23 -3.62
H 3.15 6.83 -1.51
H 2.23 8.04 0.45
H 2.35 11.67 -1.38
H 3.21 10.65 -3.58
C 4.13 -7.45 5.01
C 4.36 -6.41 4.13
C 3.29 -5.60 3.80
N 2.03 -5.73 4.30
C 1.88 -6.71 5.24
C 2.88 -7.60 5.55
H 4.93 -8.15 5.21
H 5.37 -6.29 3.76
H 3.43 -4.80 3.09
H 0.89 -6.84 5.64
H 2.65 -8.36 6.28
C -1.33 -2.14 -6.86
C -1.17 -0.84 -7.21
C -0.21 -0.49 -8.14
N 0.56 -1.39 -8.79
C 0.48 -2.69 -8.40
C -0.57 -3.08 -7.55
H -2.10 -2.46 -6.18
H -1.80 -0.10 -6.74
H -0.14 0.52 -8.49
H 1.11 -3.42 -8.90
H -0.61 -4.15 -7.37
```

Computed properties:
E_LUMO, eV: 0.43
Net charge: 0
Highest occupied orbital energy, eV: -9.5
SMILES: c1ccncc1.c1ccncc1.c1ccncc1.c1ccncc1.c1ccncc1.c1ccncc1.c1ccncc1


Entry 3:
Molecular formula: C35H35NO11S
Method: DFT, the ωB97M-V functional and the def2-TZVPD basis

XYZ file:
```
83
Properties=species:S:1:pos:R:3
C -2.85 -1.65 -1.09
C -2.20 -0.15 -1.36
S -1.42 0.42 0.25
C 0.44 0.16 0.27
C 1.17 0.31 -1.19
C 1.53 -0.94 -2.20
C 1.17 -2.47 -1.73
C 2.22 -2.81 -0.47
C 3.14 -4.15 -0.74
C 3.27 -5.09 0.63
O 3.76 -4.31 1.80
C 2.26 -0.64 -3.64
C 2.69 -1.86 -4.69
C 1.49 -2.28 -5.73
N 1.42 -3.81 -5.69
C 2.67 0.90 -4.16
C 2.32 2.15 -3.16
C 1.59 1.82 -1.69
C 1.34 3.18 -0.74
O 0.25 3.36 0.02
C 2.59 4.28 -0.78
C 3.13 5.02 0.62
C 4.42 6.07 0.51
C 5.12 6.38 -0.97
C 4.60 5.65 -2.37
C 3.33 4.60 -2.24
C 2.71 3.73 -3.53
O 2.49 4.25 -4.74
H -3.06 -1.79 0.07
H -2.08 -2.51 -1.37
H -3.81 -1.85 -1.75
H -1.46 -0.13 -2.29
H -3.12 0.54 -1.69
H 0.88 1.01 0.98
H 0.65 -0.85 0.83
H 1.39 -3.30 -2.56
H 0.09 -2.62 -1.29
H 2.86 -1.83 -0.26
H 1.59 -2.99 0.52
H 2.73 -4.77 -1.67
H 4.24 -3.78 -1.00
H 2.23 -5.60 0.89
H 4.06 -5.97 0.47
H 2.92 -3.89 2.17
H 2.96 -2.81 -4.04
H 3.70 -1.55 -5.23
H 1.78 -1.88 -6.80
H 0.49 -1.77 -5.32
H 2.43 -4.13 -5.75
H 1.13 -4.14 -4.71
H 3.20 1.07 -5.21
H 2.60 4.73 1.63
H 4.83 6.58 1.51
H 6.05 7.11 -1.08
H 5.13 5.87 -3.42
O -4.03 1.87 2.49
C -3.95 3.07 2.75
C -3.35 4.04 1.83
C -3.27 5.33 2.15
O -2.70 6.25 1.28
C -3.78 5.84 3.45
O -3.68 7.03 3.72
C -4.41 4.87 4.36
C -4.49 3.58 4.04
O -5.09 2.67 4.89
H -2.97 3.65 0.88
H -2.76 7.11 1.74
H -4.80 5.26 5.30
H -5.02 1.80 4.44
O -5.23 -4.26 5.35
C -4.29 -4.06 4.58
C -3.85 -5.08 3.61
C -2.82 -4.84 2.79
O -2.41 -5.78 1.87
C -2.08 -3.55 2.84
O -1.13 -3.37 2.09
C -2.54 -2.53 3.80
C -3.57 -2.76 4.61
O -4.00 -1.81 5.51
H -4.40 -6.01 3.59
H -1.65 -5.38 1.41
H -2.00 -1.59 3.81
H -4.76 -2.22 5.98
```

Computed properties:
E_LUMO, eV: -1.84
Net charge: 0
Highest occupied orbital energy, eV: -8.4
SMILES: CCSCc1c(CCCCO)c(CCN)cc2c1C(=O)c1ccccc1C2=O.O=C1C=C(O)C(=O)C=C1O.O=C1C=C(O)C(=O)C=C1O


Entry 4:
Molecular formula: C35H36BBrCrN3O3PSe2
Method: DFT, the ωB97M-V functional and the def2-TZVPD basis

XYZ file:
```
83
Properties=species:S:1:pos:R:3
Cr 8.51 14.97 10.55
Se 10.49 13.86 11.68
P 10.74 14.16 13.86
Se 10.18 16.03 14.86
C 10.00 12.63 14.69
C 10.28 12.53 16.05
C 9.79 11.54 16.82
C 8.88 10.65 16.23
C 8.59 10.71 14.92
C 9.11 11.74 14.13
C 12.51 13.93 14.08
C 13.01 12.65 14.07
C 14.36 12.40 14.27
C 15.20 13.49 14.51
C 14.72 14.79 14.48
C 13.41 14.98 14.26
H 10.89 13.30 16.50
H 9.95 11.42 17.87
H 8.59 9.84 16.84
H 7.95 10.03 14.39
H 8.80 11.88 13.06
H 12.29 11.89 13.91
H 14.79 11.44 14.11
H 16.21 13.29 14.62
H 15.43 15.60 14.63
H 13.09 16.05 14.19
C 11.76 16.81 10.16
C 10.73 16.46 9.15
O 9.51 16.37 9.42
N 11.23 16.11 7.96
C 10.48 15.70 6.73
C 9.38 14.73 7.05
C 8.09 14.98 6.74
C 7.00 14.12 7.24
C 7.26 13.44 8.37
C 8.57 13.53 9.02
N 9.69 13.71 7.99
H 11.35 16.96 11.14
H 12.27 17.74 9.88
H 12.48 15.99 10.19
H 12.19 16.09 7.79
H 11.15 15.15 6.09
H 10.10 16.52 6.07
H 7.83 15.86 6.18
H 6.06 14.15 6.66
H 6.57 12.82 8.95
H 8.90 12.60 9.57
C 15.92 8.68 8.62
C 15.37 9.54 9.77
C 14.55 8.58 10.62
C 16.56 9.98 10.61
C 14.59 10.80 9.24
C 15.21 11.67 8.26
C 14.46 12.67 7.68
C 13.07 12.72 7.95
O 12.10 13.56 7.42
B 10.92 13.18 8.16
O 11.17 12.15 9.06
C 12.49 11.95 8.89
C 13.26 10.97 9.52
H 16.65 7.97 8.93
H 16.35 9.27 7.77
H 15.10 8.09 8.29
H 15.04 7.66 10.81
H 13.64 8.38 10.05
H 14.24 9.03 11.58
H 16.97 9.01 10.93
H 16.28 10.67 11.36
H 17.29 10.52 10.01
H 16.27 11.68 8.05
H 14.92 13.40 7.02
H 12.84 10.33 10.27
Br 6.11 13.86 12.89
C 6.59 15.69 13.05
C 5.95 16.49 13.99
C 6.46 17.76 14.20
C 7.52 18.24 13.42
C 7.96 17.38 12.44
N 7.65 16.04 12.29
H 5.08 16.15 14.55
H 5.97 18.32 14.95
H 7.89 19.21 13.66
H 8.91 17.67 11.86
```

Computed properties:
E_LUMO (alpha / beta), eV: -0.02 / -0.12
Net charge: 0
Highest occupied orbital energy (alpha / beta), eV: -6.9 / -6.7
Spin multiplicity: 5


Entry 5:
Molecular formula: C35H36F3N3S4SiTi
Method: DFT, the ωB97M-V functional and the def2-TZVPD basis

XYZ file:
```
83
Properties=species:S:1:pos:R:3
Ti -0.35 -0.35 0.86
S 4.59 2.74 1.22
C 6.19 3.30 0.86
C 6.96 2.32 0.31
C 6.27 1.11 0.15
C 4.96 1.14 0.60
C 3.99 0.09 0.56
C 2.63 0.34 0.80
N 1.66 -0.56 0.65
C 2.02 -1.85 0.35
C 3.38 -2.21 0.13
C 3.67 -3.56 -0.18
C 2.69 -4.51 -0.24
C 1.34 -4.19 0.00
C 0.30 -5.11 -0.07
C -1.03 -4.70 0.17
C -1.23 -3.35 0.53
N -0.27 -2.45 0.60
C 1.01 -2.83 0.31
C -2.11 -5.62 0.03
C -3.47 -5.40 -0.09
C -4.22 -6.57 -0.22
C -3.47 -7.71 -0.20
S -1.78 -7.34 -0.03
C 4.36 -1.22 0.21
H 6.45 4.31 1.09
H 7.98 2.47 0.01
H 6.72 0.24 -0.29
H 2.31 1.33 1.12
H 4.71 -3.83 -0.36
H 2.93 -5.54 -0.48
H 0.50 -6.14 -0.34
H -2.23 -3.02 0.79
H -3.90 -4.41 -0.13
H -5.29 -6.59 -0.33
H -3.78 -8.73 -0.27
H 5.39 -1.48 0.04
F -6.45 -0.74 -1.47
C -5.11 -0.97 -1.55
F -5.03 -2.29 -1.83
F -4.74 -0.33 -2.67
C -4.40 -0.57 -0.31
C -5.13 -0.18 0.81
C -4.45 0.12 1.99
C -3.08 0.04 2.00
N -2.35 -0.32 0.93
C -2.98 -0.63 -0.24
S -2.01 -1.09 -1.53
H -6.21 -0.13 0.76
H -5.00 0.42 2.87
H -2.49 0.25 2.90
C -2.27 2.49 -0.67
Si -0.44 2.08 -0.09
C 0.50 2.37 -1.86
C 0.17 3.71 -2.53
C 0.03 1.26 -2.81
C 2.02 2.26 -1.76
C -0.08 3.63 1.17
C 0.02 3.05 2.58
C 1.22 4.39 0.91
C -1.21 4.66 1.18
H -2.39 3.50 -1.05
H -2.98 2.36 0.14
H -2.57 1.81 -1.46
H -0.89 3.80 -2.71
H 0.69 3.79 -3.50
H 0.50 4.55 -1.92
H -1.04 1.30 -2.96
H 0.27 0.28 -2.40
H 0.52 1.35 -3.78
H 2.44 3.01 -1.10
H 2.48 2.39 -2.75
H 2.31 1.28 -1.39
H 0.87 2.37 2.66
H -0.87 2.46 2.82
H 0.13 3.84 3.32
H 2.07 3.72 0.90
H 1.39 5.13 1.70
H 1.19 4.93 -0.04
H -2.15 4.20 1.46
H -1.33 5.14 0.21
H -1.00 5.45 1.91
S -0.05 -0.30 3.05
```

Computed properties:
E_LUMO (alpha / beta), eV: 3.78 / 3.78
Net charge: -2
Highest occupied orbital energy (alpha / beta), eV: 0.0 / -1.5
Spin multiplicity: 3